No. 1
Below is a molecular structure, C23H43BrCl2MnN3O4Si, with properties calculated with the ωB97M-V functional and the def2-TZVPD basis.

## Properties
HOMO level (alpha / beta) in hartree: -0.113 / -0.170
Expectation value of S²: 8.755
Net charge: -1
2S+1: 6

Last column: Mulliken spin population.
CARTESIAN COORDINATES (ANGSTROEM)
C: -3.48261 -1.02740 3.08691  -0.01
C: -4.48041 -0.62522 2.04862  0.00
H: -3.65624 -0.49778 4.02846  0.00
H: -2.46416 -0.80551 2.74555  0.01
H: -3.55269 -2.10820 3.28322  0.00
C: -5.67437 -0.07765 2.32992  0.00
C: -6.18907 0.15161 3.71325  0.00
H: -6.35780 0.20188 1.52528  0.00
H: -5.42933 0.56722 4.39544  0.00
H: -6.57323 -0.77581 4.17308  0.00
H: -7.02547 0.86433 3.67403  0.00
Mn: 3.39475 -0.91826 0.53290  4.70
Cl: 1.53167 -1.53615 1.52596  0.09
C: 2.15705 -1.43465 -1.91978  0.00
O: 2.66583 -0.47716 -1.26396  0.01
N: 1.57820 -1.22945 -3.09056  0.00
C: 1.60750 0.11039 -3.67556  0.01
C: 0.80140 -2.28232 -3.73471  0.00
H: 2.21097 -2.45962 -1.51947  0.00
H: 2.49041 0.63699 -3.30231  0.00
H: 0.69829 0.67132 -3.40642  0.00
H: 1.64532 0.01744 -4.76724  0.00
H: 1.10480 -3.24184 -3.30486  0.00
H: 0.98859 -2.28370 -4.81229  0.00
H: -0.27669 -2.14391 -3.57297  0.00
H: 7.52468 0.53835 -2.60321  0.00
H: 9.01010 -1.38620 -1.41920  0.00
C: 7.36638 0.88653 -1.57319  0.00
C: 8.68758 -0.90969 -0.48153  0.00
N: 7.39691 -0.24375 -0.64869  0.01
H: 6.40616 1.39616 -1.48779  0.00
C: 6.28737 -0.72272 -0.10231  0.00
O: 5.12760 -0.28780 -0.37890  0.01
H: 8.58977 -1.67215 0.29655  0.00
H: 6.40766 -1.54611 0.62284  0.00
H: 8.18799 1.56768 -1.32427  0.00
H: 9.45189 -0.17791 -0.19070  0.00
H: 2.87471 1.14367 4.62535  0.00
H: 1.04808 1.32961 2.76689  0.00
C: 3.31745 2.07407 4.24248  0.00
C: 1.48089 2.32904 2.62096  0.00
N: 2.90349 2.32879 2.87202  0.00
H: 4.40908 2.00367 4.29068  0.00
C: 3.77861 2.28171 1.83338  0.00
O: 3.48445 2.09270 0.64856  0.01
H: 1.30151 2.66444 1.59612  0.00
H: 4.83704 2.40377 2.15711  0.00
H: 2.97667 2.90624 4.86851  0.00
H: 1.00414 3.01409 3.32777  0.00
O: -2.89075 0.05119 0.43933  0.00
C: -4.00323 -0.83217 0.62501  0.00
C: -5.60487 0.54552 -0.83125  0.00
C: -5.10104 -0.69224 -0.41710  0.00
H: -5.15556 1.47218 -0.46198  0.00
C: -6.72893 0.58673 -1.66913  0.00
H: -3.62062 -1.86531 0.60027  0.00
C: -5.69471 -1.87964 -0.85909  0.00
H: -7.12352 1.55387 -1.99969  0.00
C: -7.35971 -0.60225 -2.05713  0.00
C: -6.83841 -1.83935 -1.65348  0.00
H: -5.28260 -2.82865 -0.51229  0.00
H: -8.26494 -0.56541 -2.67179  0.00
H: -7.32814 -2.77298 -1.94089  0.00
Si: -1.79884 0.59045 -0.72033  0.00
Cl: 4.26231 -0.48091 2.58682  0.07
C: -2.17996 2.38780 -1.07360  0.00
C: -2.10733 -0.42864 -2.26629  0.00
C: -0.14988 0.39802 0.06471  0.01
H: -3.21911 2.50755 -1.41343  0.00
H: -1.51453 2.76568 -1.86438  0.00
H: -2.03252 3.00450 -0.17497  0.00
H: -0.18554 0.72783 1.10862  0.00
H: 0.70203 0.88657 -0.42083  0.01
H: 0.04498 -0.68277 0.07412  0.00
H: -3.16866 -0.35148 -2.55543  0.00
H: -1.88470 -1.48992 -2.08747  0.00
H: -1.50461 -0.08194 -3.11966  0.00
Br: 4.16046 -3.39494 0.01941  0.07



No. 2
Below is a molecular structure, C2H2HgO2, with properties calculated with the ωB97M-V functional and the def2-TZVPD basis.

## Properties
HOMO level (alpha / beta) in hartree: -0.514 / -0.601
Expectation value of S²: 0.768
Net charge: +1
2S+1: 2

Last column: Mulliken spin population.
CARTESIAN COORDINATES (ANGSTROEM)
O: -1.38180 -0.36083 0.21650  -0.07
C: -0.53971 0.43672 -0.34148  0.19
C: 0.80570 0.49016 0.13610  0.01
O: 1.25392 -0.46516 0.83135  0.08
Hg: -0.90101 -1.99225 0.92189  0.76
H: -0.73276 0.70909 -1.38800  0.01
H: 1.49567 1.18228 -0.37636  0.01



No. 3
Below is C7H7N in the gas phase, with properties calculated with the ωB97M-V functional and the def2-TZVPD basis.

## Properties
HOMO level in hartree: -0.234

Last column: Löwdin charge in e.
CARTESIAN COORDINATES (ANGSTROEM)
C: 0.74903 -1.61100 0.72717  0.01
C: -0.36120 -2.19860 0.15613  -0.08
C: -1.01270 -1.12588 -0.55573  -0.11
C: -0.80324 1.37478 -0.77074  -0.05
C: 0.30383 2.14762 -0.25551  -0.12
C: 1.28056 1.30478 0.24862  -0.06
C: 0.52403 0.02215 0.55651  -0.26
H: 1.37250 -2.03053 1.60869  0.12
H: -0.40297 -3.19142 0.19612  0.05
H: -2.11838 -1.26025 -0.89217  0.15
H: -1.53545 1.76863 -1.39061  0.07
H: 0.24389 3.25505 -0.43490  0.11
H: 2.22905 1.44231 0.75901  0.08
H: -0.01363 0.13925 1.54930  0.20
N: -0.55098 0.05625 -0.29059  -0.12



No. 4
Below is 2 unconnected molecules or ions with the total composition C5H3IO2, with properties calculated with the ωB97M-V functional and the def2-TZVPD basis.

## Properties
HOMO level in hartree: -0.351
SMILES: C#COC=C=C=O.I

Last column: Löwdin charge in e.
CARTESIAN COORDINATES (ANGSTROEM)
C: 0.96706 -0.20210 2.40727  0.16
C: 0.69182 0.55102 1.51733  -0.21
O: 0.39968 1.30591 0.50082  0.03
C: 0.31728 0.72795 -0.72340  -0.14
C: 0.51958 -0.55917 -0.96804  0.01
C: 0.85150 -1.67987 -0.45543  -0.23
O: 1.12845 -2.79598 -0.25428  0.17
H: 1.21525 -0.75776 3.25729  0.03
H: 0.06062 1.46618 -1.46683  0.08
I: -3.08545 1.73306 -2.10066  0.45
H: -3.06578 0.21077 -1.71407  -0.36



No. 5
Below is 3 unconnected molecules or ions with the total composition C5H16NO2, with properties calculated with the ωB97M-V functional and the def2-TZVPD basis.

## Properties
HOMO level in hartree: -0.472
Net charge: +1

Last column: Löwdin charge in e.
CARTESIAN COORDINATES (ANGSTROEM)
C: 0.92181 0.28173 0.11473  -0.15
C: 1.81299 0.32736 -1.10527  -0.19
C: 1.12638 -0.33079 -2.34148  -0.36
C: 1.76457 -1.37192 -3.00992  0.09
C: -0.12121 0.46642 -2.76315  -0.08
N: 0.34303 -1.20017 0.44256  0.15
H: 1.48145 0.29930 1.21746  0.18
H: 0.14022 1.01001 0.11802  0.09
H: 2.73865 -0.16700 -0.79660  0.11
H: 2.21515 1.42386 -1.40935  0.18
H: 2.83560 -1.47604 -2.86722  0.07
H: 1.41518 -2.05201 -3.68789  0.03
H: -0.81356 0.37079 -3.69144  0.11
H: -0.83954 0.60353 -1.86036  0.09
H: 0.36063 1.32103 -3.33334  0.10
H: -0.53245 -1.00102 1.16270  0.22
H: 0.25751 -1.69584 -0.51415  0.17
H: 1.01599 -1.75315 0.96169  0.13
H: -1.81485 0.42698 2.87649  0.07
H: -0.74321 1.05175 3.75126  0.03
O: -0.89245 0.94060 2.80903  -0.12
H: -4.23726 0.07701 3.67626  0.03
H: -3.51432 0.96588 4.45225  0.00
O: -3.53175 0.65431 3.62557  0.05



No. 6
Below is 2 unconnected molecules or ions with the total composition C2H8N2S, with properties calculated with the ωB97M-V functional and the def2-TZVPD basis.

## Properties
HOMO level in hartree: -0.342
SMILES: C/N=C\N.S

Last column: Löwdin charge in e.
CARTESIAN COORDINATES (ANGSTROEM)
C: -1.25702 -2.19655 -0.78289  -0.13
N: -1.69563 -1.00289 -0.04755  -0.02
C: -0.88143 -0.07380 0.26836  -0.28
N: 0.53690 0.04595 -0.07221  0.00
H: -1.49703 -2.28830 -1.81231  0.06
H: -1.66500 -3.02946 -0.19344  0.07
H: -0.14814 -2.21561 -0.73766  0.06
H: -1.15026 0.76139 0.97594  0.11
H: 0.76443 0.92386 -0.53104  -0.01
H: 1.05640 0.11622 0.80423  0.06
S: 1.80987 3.28286 0.19022  0.49
H: 1.19875 3.05430 1.35581  -0.21
H: 2.92817 2.62202 0.58253  -0.19



No. 7
Below is 2 unconnected molecules or ions with the total composition C5H14S, with properties calculated with the ωB97M-V functional and the def2-TZVPD basis.

## Properties
HOMO level in hartree: -0.309
SMILES: CCC.CSC

Last column: Löwdin charge in e.
CARTESIAN COORDINATES (ANGSTROEM)
C: -0.29566 -1.11363 0.70333  -0.14
C: -0.78722 -0.35573 1.92237  -0.31
C: -2.28806 -0.63634 2.14806  -0.14
H: 0.74907 -1.31728 0.81843  0.04
H: -0.60177 -0.65544 -0.24072  0.07
H: -0.81680 -2.08201 0.67726  0.08
H: -0.21525 -0.58671 2.81523  0.10
H: -0.69420 0.73656 1.82351  0.10
H: -2.39106 -1.64237 2.57580  0.07
H: -2.66088 0.08486 2.89996  0.07
H: -2.95638 -0.58958 1.28076  0.07
C: 0.62988 1.94076 -2.53720  -0.38
S: 1.22358 0.17631 -2.74501  0.74
C: 2.14883 -0.12442 -1.28074  -0.51
H: 0.54678 2.46372 -1.59630  0.04
H: 1.18278 2.57798 -3.24455  0.02
H: -0.28367 1.83326 -3.14713  0.01
H: 1.87601 -0.45245 -0.27760  0.00
H: 2.82375 0.73677 -1.22162  0.03
H: 2.81025 -0.99427 -1.37382  0.04



Energy relative to the best compared isomer or geometry (same formula, charge and spin) readings, ordered: 0.0; 0.0; 89.8; 88.9; 93.3; 20.2; 31.9 kcal/mol